Here is 3 unconnected molecules or ions with the total composition C12H33N2O5 at a distorted geometry from OMol25. Energies are from ωB97M-V with the def2-TZVPD basis set.

Geometry as XYZ:
```
52
Properties=species:S:1:pos:R:3:forces:R:3:mulliken_charge:R:1
O -0.446 -0.580 -0.013 -3.33 4.74 1.17 -0.2128
H -0.891 0.264 -0.568 0.67 -2.25 1.27 0.7740
H 0.079 -0.228 0.777 0.33 0.07 -0.09 0.5241
H 0.024 -1.117 -0.616 1.74 -1.93 -1.54 0.7036
C -2.859 1.991 -0.543 -4.46 -2.66 7.62 -0.6513
O -1.999 1.388 -1.233 3.94 -3.66 -6.78 -0.4289
C -2.355 1.103 -2.615 4.74 2.01 -1.43 -0.6185
C -0.889 0.700 -3.092 0.05 0.96 8.94 -1.2164
N -0.601 -0.694 -2.689 -1.59 -1.47 -0.15 -0.4299
C 0.833 -1.117 -3.003 -1.32 0.47 -0.85 -0.5541
C 0.948 -2.462 -2.413 0.26 -4.44 -1.79 -0.5358
O 1.025 -2.341 -1.004 -0.66 -0.21 -0.40 -0.4828
C 1.586 -3.511 -0.387 -1.62 1.94 1.60 -1.0321
H -3.284 2.831 -0.844 -1.50 4.06 -1.95 0.4673
H -2.264 2.143 0.353 -0.98 0.75 1.04 0.0275
H -3.752 1.249 -0.288 1.22 1.47 -0.04 0.2716
H -2.690 1.994 -3.286 0.44 -1.02 1.88 0.3637
H -2.958 0.282 -2.878 -1.33 -1.17 0.79 0.3867
H -0.042 1.383 -2.667 -1.81 -0.98 -1.01 0.2067
H -0.904 0.561 -3.995 0.26 0.39 -10.28 1.0078
H -1.384 -1.320 -3.296 3.26 1.73 2.10 0.2416
H 1.671 -0.537 -2.522 -1.50 0.33 -0.74 0.0617
H 0.826 -1.132 -4.110 1.11 -0.10 0.46 0.4717
H 1.860 -3.158 -2.696 -1.35 1.96 -0.10 0.5680
H 0.033 -3.131 -2.916 1.75 1.38 1.98 0.1796
H 1.128 -3.744 0.570 -1.29 -0.20 -0.27 0.3163
H 2.503 -3.249 0.033 2.45 0.12 -0.53 0.3078
H 1.466 -4.247 -1.097 0.52 -2.18 -0.89 0.4944
C -3.286 0.128 4.086 -9.69 -8.67 4.44 -0.7878
O -2.425 0.903 3.855 12.81 9.77 -5.01 -0.2016
C -1.105 0.331 3.575 -2.47 1.30 -5.65 -0.4502
C -0.247 1.439 2.896 -7.38 -2.43 -4.86 -0.9780
N 0.717 0.804 2.024 2.37 1.59 3.43 -0.2836
C 1.564 1.852 1.490 -0.65 -0.65 -6.24 -0.6472
C 2.797 1.206 0.840 -5.52 -8.36 3.06 -1.0541
O 2.465 0.304 -0.267 -0.87 -0.12 -0.21 -0.1211
C 3.575 -0.209 -0.985 2.03 -0.34 4.15 -1.1587
H -2.922 -0.394 4.996 -1.82 -0.29 1.38 0.2936
H -3.349 -0.788 3.511 -0.47 -0.27 -1.65 0.3369
H -4.272 0.701 4.076 0.75 -1.38 0.67 0.2169
H -1.243 -0.405 2.592 0.16 0.81 3.24 0.1884
H -0.656 0.015 4.445 0.80 -1.56 1.94 0.4546
H -0.051 2.060 3.628 2.41 3.61 3.17 0.6754
H -1.121 2.009 2.180 2.52 -1.29 1.90 0.0129
H 1.415 0.650 2.786 -0.46 -2.06 -0.58 0.2899
H 1.878 2.649 2.072 0.45 1.23 1.94 0.6128
H 0.984 2.357 0.630 0.72 -0.53 1.05 0.1976
H 3.257 0.462 1.558 -0.01 1.26 -0.16 0.3468
H 3.391 1.838 0.537 6.34 6.59 -2.92 0.6828
H 4.403 -0.744 -0.362 -1.18 1.42 0.15 0.2757
H 4.056 0.532 -1.500 1.28 2.16 -1.35 0.4435
H 3.523 -1.016 -1.613 -2.14 -1.90 -1.90 0.4431
```
Forces are in eV/Å.

**Electronic energy**: -26178.5329 eV
**Charge**: +1
**E_HOMO**: -11.55 eV
**Kohn-Sham gap**: 9.683 eV



Here is C4H5NO in the gas phase at a distorted geometry from OMol25. Energies are from ωB97M-V with the def2-TZVPD basis set.

Geometry as XYZ:
```
11
Properties=species:S:1:pos:R:3:forces:R:3:mulliken_charge:R:1
C -1.241 0.422 -0.016 0.09 0.13 0.03 -0.7062
C -0.328 -0.606 -0.618 -0.05 -0.15 0.08 -0.0105
O 0.909 -0.185 -1.178 0.10 -0.05 0.01 -0.3760
C 1.602 0.341 -0.141 0.11 0.24 0.16 0.0824
N 1.053 0.392 0.997 0.40 0.07 -0.45 -0.5415
C -0.219 -0.275 0.861 0.08 0.02 0.26 -0.0674
H -1.076 1.477 -0.216 0.07 -0.13 0.01 0.2208
H -2.294 0.136 0.011 0.37 -0.05 0.21 0.2643
H -0.717 -1.475 -1.140 0.05 0.06 0.36 0.3684
H 2.628 0.626 -0.332 -0.12 0.21 -0.27 0.3833
H -0.316 -0.854 1.772 -1.12 -0.36 -0.40 0.3826
```
Forces are in eV/Å.

**SMILES**: C1=N[C@H]2C[C@H]2O1
**Electronic energy**: -7764.8470 eV
**Charge**: 0
**E_HOMO**: -9.52 eV
**Kohn-Sham gap**: 10.577 eV



Here is a molecular structure, C40H69BN4O3P2S2Ti from OMol25. Energies are from ωB97M-V with the def2-TZVPD basis set.

Geometry as XYZ:
```
122
Properties=species:S:1:pos:R:3:forces:R:3:mulliken_charge:R:1
Ti -0.118 0.169 -0.113 -0.09 0.10 0.12 -1.5941
C 2.976 -0.444 3.712 0.01 0.02 -0.05 -2.0373
C 2.628 -1.340 2.515 0.04 -0.05 -0.03 2.2201
C 3.351 -0.768 1.288 -0.06 0.10 0.07 -0.9734
C 3.191 -2.744 2.776 -0.04 0.04 -0.05 -1.7591
P 0.753 -1.354 2.161 -0.01 0.01 0.14 2.6014
C 0.507 -3.034 1.455 0.02 0.05 -0.05 -1.9008
N 1.056 -2.902 0.129 -0.11 -0.07 0.02 0.2189
B 0.957 -1.728 -0.692 0.17 -0.22 0.23 0.6901
N 1.702 -2.050 -1.863 -0.07 0.25 -0.19 0.5457
C 1.757 -1.251 -3.056 0.03 0.05 0.13 -2.2919
P 0.941 0.356 -2.639 -0.04 -0.06 -0.24 2.1291
C -0.280 0.515 -4.071 0.12 -0.07 -0.10 2.0304
C -1.391 -0.511 -3.819 0.01 0.03 0.02 -2.0688
C -0.870 1.923 -4.164 -0.05 0.01 0.01 -2.5059
C 0.343 0.171 -5.438 0.07 0.03 0.04 -1.6626
C 2.302 1.640 -2.757 -0.03 0.02 0.04 1.5031
C 1.733 3.020 -2.397 -0.03 -0.05 -0.02 -1.4416
C 2.985 1.720 -4.124 -0.01 0.01 0.00 -1.8663
C 3.342 1.241 -1.701 -0.05 -0.02 -0.02 -1.6437
C 2.200 -3.349 -1.772 -0.06 -0.09 0.17 0.3442
C 2.960 -4.091 -2.661 -0.01 0.02 0.01 -0.8764
C 3.317 -5.378 -2.283 0.04 -0.04 -0.04 -0.8702
C 2.922 -5.905 -1.056 0.02 -0.02 0.01 -0.8889
C 2.155 -5.167 -0.165 -0.05 0.00 0.05 -0.8530
C 1.796 -3.880 -0.535 0.09 0.03 -0.17 0.3649
C -0.218 -1.419 3.774 0.07 -0.11 0.00 1.7657
C 0.312 -2.475 4.757 0.02 0.01 -0.08 -1.8253
C -0.242 -0.048 4.455 -0.06 0.03 -0.02 -1.5432
C -1.655 -1.838 3.415 -0.02 0.03 0.01 -1.7407
H 4.063 -0.345 3.754 -0.02 -0.02 0.00 0.5736
H 2.657 -0.865 4.662 -0.02 0.02 0.00 0.4123
H 2.560 0.559 3.616 0.01 -0.01 0.02 0.1359
H 4.421 -0.710 1.501 -0.01 -0.01 0.01 0.8412
H 3.002 0.245 1.071 0.06 -0.08 0.00 -0.0435
H 3.222 -1.382 0.397 -0.01 0.02 0.00 -0.1256
H 4.244 -2.645 3.049 -0.01 0.02 0.00 0.5561
H 3.151 -3.369 1.883 0.00 0.00 0.03 0.3663
H 2.690 -3.256 3.595 -0.01 -0.02 0.03 0.2197
H -0.549 -3.302 1.440 -0.04 0.00 -0.03 0.3712
H 1.033 -3.793 2.029 0.05 -0.01 0.04 0.7570
H 1.204 -1.738 -3.859 -0.01 -0.01 -0.04 0.7492
H 2.777 -1.105 -3.417 0.05 0.03 0.06 0.6725
H -1.986 -0.257 -2.948 -0.04 0.02 0.03 0.0967
H -1.000 -1.523 -3.682 -0.01 0.01 0.02 0.1461
H -2.051 -0.530 -4.690 0.01 0.00 0.03 0.8571
H -1.215 2.301 -3.203 -0.01 0.02 0.00 0.5111
H -1.722 1.899 -4.848 0.00 0.00 0.03 0.5096
H -0.150 2.629 -4.578 -0.04 -0.03 -0.02 0.4051
H 0.682 -0.862 -5.502 -0.01 0.03 -0.04 0.3275
H 1.168 0.823 -5.712 -0.05 -0.05 0.00 0.3087
H -0.435 0.295 -6.195 0.00 0.01 0.02 0.5705
H 1.045 3.393 -3.154 0.08 0.00 0.07 0.2830
H 2.558 3.734 -2.324 -0.01 -0.02 0.03 0.6798
H 1.205 2.988 -1.443 0.00 0.04 0.02 -0.3704
H 2.335 2.162 -4.877 0.05 0.01 0.03 0.3994
H 3.331 0.748 -4.480 -0.01 0.05 -0.01 0.2830
H 3.862 2.367 -4.031 -0.01 -0.02 -0.01 0.5205
H 2.891 1.177 -0.710 0.05 0.02 -0.06 0.0715
H 4.131 1.997 -1.673 -0.01 0.01 -0.02 0.7261
H 3.817 0.283 -1.920 -0.02 -0.01 0.00 0.2672
H 3.264 -3.688 -3.619 0.00 0.00 0.02 0.5311
H 3.911 -5.984 -2.955 -0.02 0.03 0.02 0.4365
H 3.214 -6.914 -0.794 -0.01 0.02 0.00 0.4461
H 1.840 -5.597 0.779 0.01 0.02 -0.03 0.5230
H 1.289 -2.228 5.164 0.00 -0.01 -0.01 0.3307
H 0.364 -3.466 4.301 0.00 0.02 0.02 0.3186
H -0.382 -2.543 5.598 0.00 0.01 -0.02 0.5106
H 0.738 0.251 4.821 -0.01 0.00 -0.01 0.3082
H -0.908 -0.100 5.321 0.01 0.01 -0.02 0.5870
H -0.625 0.722 3.783 0.02 -0.01 0.04 0.0435
H -1.720 -2.906 3.210 -0.01 0.02 0.00 0.3725
H -2.050 -1.323 2.540 0.00 -0.06 0.04 -0.0482
H -2.307 -1.631 4.267 0.01 0.01 -0.02 0.5717
C -3.580 -3.756 -2.342 0.00 0.00 -0.01 -0.7176
C -4.157 -3.097 -1.098 0.02 -0.05 -0.10 -0.6711
N -4.275 -1.639 -1.238 0.09 0.07 0.02 0.2400
C -5.505 -1.118 -1.871 -0.06 0.02 0.00 -0.7047
C -5.303 -0.660 -3.308 0.03 -0.01 0.01 -0.8243
C -3.316 -0.798 -0.877 0.02 -0.22 0.06 0.6967
S -1.816 -1.500 -0.289 -0.11 -0.29 0.01 0.0037
N -3.600 0.506 -0.993 0.03 0.17 -0.08 -0.2812
C -2.692 1.449 -1.038 -0.10 -0.04 0.07 -0.2231
O -1.427 1.268 -0.970 -0.08 0.15 -0.45 1.2012
C -3.147 2.847 -1.187 0.00 0.12 0.07 0.7563
C -2.227 3.889 -1.046 -0.04 -0.06 -0.02 0.4526
C -2.644 5.202 -1.174 0.04 0.06 0.00 -1.5586
C -3.977 5.483 -1.450 -0.02 0.01 -0.01 -0.5597
C -4.893 4.450 -1.599 -0.02 0.02 -0.01 -0.8755
C -4.482 3.135 -1.467 -0.02 -0.05 0.02 -0.7145
H -3.479 -4.830 -2.180 -0.01 0.03 0.01 0.4270
H -2.591 -3.352 -2.567 -0.02 -0.01 0.00 0.0166
H -4.226 -3.609 -3.208 0.02 0.00 0.03 0.3120
H -3.545 -3.315 -0.229 0.03 0.01 0.04 0.3173
H -5.155 -3.474 -0.888 -0.05 0.01 -0.01 0.4970
H -5.877 -0.301 -1.256 -0.01 -0.01 -0.01 0.3974
H -6.232 -1.926 -1.832 -0.01 -0.01 0.02 0.4201
H -4.594 0.166 -3.359 -0.01 -0.02 -0.01 0.0873
H -6.255 -0.317 -3.715 0.02 -0.01 0.02 0.4189
H -4.943 -1.474 -3.939 0.00 0.03 0.02 0.2735
H -1.187 3.652 -0.855 0.01 0.00 0.00 0.6437
H -1.934 6.012 -1.070 -0.01 -0.02 0.00 0.4798
H -4.300 6.511 -1.555 0.01 -0.03 0.00 0.4286
H -5.928 4.674 -1.821 0.03 -0.01 0.01 0.4815
H -5.185 2.320 -1.580 0.02 0.03 0.00 0.4600
O -1.715 1.082 1.708 0.10 -0.08 0.10 -0.6626
H -2.369 0.393 1.886 -0.01 0.05 0.06 0.2213
H -2.227 1.896 1.610 0.04 0.01 -0.14 0.3396
O 0.835 1.746 0.617 0.30 0.07 -0.10 -2.2170
S 1.460 2.418 1.847 -0.07 0.27 0.08 1.0677
C 0.281 3.693 2.376 0.00 -0.08 0.02 -0.1800
C 1.119 4.910 2.807 0.03 -0.01 0.02 -0.8119
C 2.598 4.631 2.477 0.06 0.04 0.01 -0.7671
C 2.618 3.686 1.281 -0.08 -0.10 0.03 -0.4592
H -0.339 3.274 3.166 0.01 -0.01 -0.01 0.4881
H -0.337 3.897 1.500 -0.01 -0.05 -0.03 -0.1057
H 0.988 5.117 3.867 0.01 0.00 0.01 0.3218
H 0.773 5.787 2.263 -0.01 0.01 -0.01 0.3502
H 3.107 4.169 3.326 -0.02 0.01 0.00 0.3651
H 3.139 5.544 2.241 0.01 -0.01 0.02 0.4350
H 3.585 3.235 1.067 -0.02 -0.01 0.04 0.3986
H 2.211 4.155 0.383 -0.04 -0.11 -0.02 0.2558
```
Forces are in eV/Å.

**Electronic energy**: -118735.9624 eV
**Charge**: +2
**E_HOMO**: -12.28 eV
**Kohn-Sham gap**: 6.970 eV



Here is a molecular structure, C8H13BF4O4PSi2 at a distorted geometry from OMol25. Energies are from ωB97M-V with the def2-TZVPD basis set.

Geometry as XYZ:
```
33
Properties=species:S:1:pos:R:3:forces:R:3:mulliken_charge:R:1
C 0.468 0.825 5.945 -1.24 0.04 0.08 -0.9517
P 0.094 0.765 4.137 0.93 0.87 -0.75 0.2231
O -1.491 1.319 3.911 0.49 -0.67 0.56 -0.5193
Si 0.032 -1.384 3.466 0.42 -0.69 0.55 0.3907
O 1.578 -1.830 2.932 -0.83 1.32 -0.55 -0.2379
Si 2.019 -0.982 1.549 -0.11 -0.96 0.14 0.5250
O 1.474 -1.918 0.259 0.51 0.92 -0.05 -0.2656
C 2.044 -1.577 -0.953 0.84 -0.57 -1.08 0.4708
O 3.062 -2.120 -1.322 -0.65 0.23 0.63 -0.5623
C 1.380 -0.543 -1.811 -0.02 -0.60 1.03 0.2858
C 2.106 -0.025 -2.865 0.86 -0.16 -0.34 -0.4239
C 1.544 0.903 -3.710 0.16 0.09 -0.13 -0.4624
C 0.245 1.321 -3.482 -0.10 0.57 -0.79 -0.3431
C -0.473 0.823 -2.424 -1.02 0.06 0.69 -0.5970
C 0.087 -0.110 -1.579 0.07 -0.23 0.44 -0.0961
H 0.603 1.880 6.208 0.09 -0.21 -0.05 0.3152
H 1.388 0.277 6.171 -0.15 0.03 -0.24 0.3071
H -0.366 0.439 6.546 0.30 -0.06 0.02 0.3103
H -1.777 0.931 3.073 -0.24 0.24 0.04 0.3034
H -0.376 -2.317 4.530 0.03 -0.22 -0.01 -0.1978
H -0.902 -1.481 2.324 -0.10 0.15 -0.02 -0.1155
H 3.477 -0.789 1.517 -0.04 -0.14 -0.01 -0.1607
H 1.322 0.310 1.455 -0.04 -0.02 0.07 -0.1012
H 3.129 -0.357 -3.020 -0.20 -0.04 0.05 0.4027
H 2.133 1.288 -4.538 -0.18 0.03 0.07 0.3781
H -0.221 2.034 -4.157 0.02 -0.12 0.14 0.3670
H -1.493 1.137 -2.216 0.09 -0.01 -0.38 0.2797
H -0.466 -0.516 -0.735 -0.01 0.07 -0.19 0.4644
B -4.126 0.339 -4.246 -0.07 -0.04 -0.02 0.6227
F -4.712 -0.907 -4.545 0.06 0.08 0.04 -0.3963
F -5.012 1.377 -4.601 0.09 -0.04 0.05 -0.3985
F -3.851 0.409 -2.853 0.06 0.04 -0.10 -0.4144
F -2.917 0.481 -4.967 -0.01 0.04 0.11 -0.4022
```
Forces are in eV/Å.

**Electronic energy**: -53299.1314 eV
**Charge**: -1
**E_HOMO**: -6.54 eV
**Kohn-Sham gap**: 8.600 eV